Below is a cluster of 15 separate species, H30O15 in total, with properties calculated with ωB97M-V/def2-TZVPD.

The molar mass comes out at 270.2 g/mol. Its spin multiplicity is 1. The electronic energy is -31199.9065 eV. As for the lowest unoccupied orbital energy: -0.3114 eV. As for the gap between HOMO and LUMO: 0.345 Ha. Its largest force on an atom is 0.0464 hartree/bohr.

```
45
Properties=species:S:1:pos:R:3:forces:R:3
O -0.55460 2.08349 -1.77949 1.76 0.55 -0.25
H -0.23360 2.90549 -1.35549 -0.90 -0.53 0.01
H 0.32840 1.76849 -2.14349 -1.37 0.06 0.23
O -2.25860 0.37649 -3.34949 1.28 0.25 1.02
H -2.07960 1.03749 -4.01749 -0.22 0.16 -0.51
H -1.67260 0.73249 -2.62249 -1.22 -0.31 -0.41
O 2.88640 2.05649 2.70751 1.58 -0.12 -0.79
H 2.02140 1.79549 2.95851 -1.73 -1.10 0.02
H 2.99840 2.75649 3.31751 0.93 1.46 0.74
O -1.15060 -1.34551 2.33851 -0.38 0.07 1.37
H -0.83960 -0.66851 1.75051 0.72 0.76 -0.69
H -1.89360 -1.69151 1.86351 -1.04 -0.33 -0.21
O 1.94040 1.40049 -2.45749 0.52 1.31 -1.49
H 2.10140 1.24549 -1.54649 0.32 -0.80 1.72
H 2.32040 2.29949 -2.57249 -0.22 -0.86 -0.39
O 0.64840 0.87749 3.25051 -0.08 -0.31 0.07
H 1.05240 -0.01251 3.19851 -0.48 0.40 0.13
H 0.53240 1.09549 4.17951 -0.03 -0.40 0.22
O 1.60140 2.34049 0.38951 -0.30 0.14 -1.03
H 2.02140 2.78349 -0.35749 -0.11 0.15 0.35
H 2.32840 2.07149 0.95451 0.64 0.16 0.77
O -0.25560 -3.56251 1.31751 1.28 -1.10 0.37
H -0.92060 -3.74051 0.68351 -0.91 -0.58 -1.44
H -0.49660 -2.70251 1.62951 0.24 0.88 0.70
O -0.13560 -1.06951 -2.15449 1.91 0.28 1.33
H 0.83440 -1.07751 -2.30849 -0.91 0.17 -0.14
H -0.57560 -0.87251 -2.96249 -0.73 0.40 -1.40
O 0.41240 -0.22051 0.49051 -0.46 -1.73 -0.75
H -0.08760 -0.25851 -0.35349 0.18 -0.26 0.34
H 0.62640 0.68149 0.56151 0.39 2.35 0.12
O -2.39760 0.20249 -0.17149 0.49 0.01 -0.14
H -2.03960 0.74549 0.56451 -0.28 -0.17 -0.43
H -3.32260 0.00249 -0.04649 -0.32 0.08 0.24
O -1.44260 1.94649 1.60151 0.72 0.20 -0.08
H -0.87560 1.83649 2.37951 -0.03 -0.27 -0.21
H -2.32260 2.08349 1.91951 -0.82 0.34 0.51
O -2.63160 -2.40451 -0.98649 -0.37 0.45 -1.07
H -2.80760 -2.49551 -1.95649 0.32 -0.04 1.32
H -2.24160 -1.51151 -0.89849 -0.25 -0.45 -0.02
O -0.41260 -3.63351 -2.01949 0.22 -0.97 -0.25
H -0.26260 -2.67251 -1.95849 0.05 -0.60 0.09
H 0.42440 -4.09151 -2.18449 -0.28 0.42 0.12
O 3.21540 -0.77951 0.79351 0.59 2.03 0.34
H 3.33840 -1.68551 0.64151 0.22 -2.00 -0.28
H 2.27840 -0.62851 0.71151 -0.93 -0.15 -0.16
```
Forces are in eV/Å.

Below is a cluster of 15 separate species, H30O15 in total, with properties calculated with ωB97M-V/def2-TZVPD.

The molar mass comes out at 270.2 g/mol. Its spin multiplicity is 1. The electronic energy is -31198.4220 eV. As for the lowest unoccupied orbital energy: -0.2433 eV. As for the gap between HOMO and LUMO: 0.377 Ha. Its largest force on an atom is 0.0627 hartree/bohr.

```
45
Properties=species:S:1:pos:R:3:forces:R:3
O -0.58816 3.15864 -2.29149 -0.15 0.83 0.34
H -0.88178 2.82435 -3.14001 0.24 -0.48 0.06
H -0.09462 2.49674 -1.79806 -0.07 -0.55 -0.33
O 1.96027 4.47391 -1.34581 -0.48 -0.51 -0.12
H 1.24647 4.54430 -1.99861 0.07 0.37 0.02
H 1.79596 3.55831 -1.08103 0.41 0.02 0.10
O -1.17347 -0.68393 4.18988 0.16 0.10 1.20
H -1.13668 0.06592 4.79927 -0.65 0.07 -0.11
H -0.26039 -0.97388 4.31184 -0.08 -0.34 -0.65
O 2.26942 -1.43407 0.04408 -0.87 -1.41 -0.24
H 1.32243 -1.37179 0.24598 0.22 0.34 0.41
H 2.18644 -2.33581 -0.32177 0.82 0.40 -0.28
O -1.58937 -4.30172 0.51585 -0.25 -0.13 0.11
H -0.74352 -4.03016 0.88165 0.08 0.02 -0.13
H -1.76106 -3.70415 -0.21768 0.20 -0.09 -0.05
O -3.76547 -1.67927 -2.17215 -0.75 0.21 -0.06
H -3.21290 -1.88976 -1.41893 0.43 0.01 -0.15
H -3.27439 -1.71431 -2.99605 0.37 -0.11 0.27
O 2.81694 -3.10816 -2.07000 0.60 -0.17 -0.59
H 3.73411 -3.23511 -1.79801 -0.07 -0.09 0.40
H 2.95956 -2.91348 -3.00473 -0.43 0.00 -0.05
O -0.63484 -1.65090 0.04006 1.28 -1.33 -1.38
H -0.25810 -0.77430 0.16193 -1.22 0.44 0.65
H -1.22752 -1.92437 0.74477 -0.04 1.05 0.42
O 0.48888 0.29001 2.50519 -0.88 -1.11 -0.29
H 1.18186 0.07095 1.87979 0.75 0.84 0.45
H 0.66558 1.05529 3.04849 0.65 0.36 -0.52
O 0.34750 3.00647 1.58754 0.12 0.60 -0.24
H -0.02968 3.89475 1.54175 -0.20 -0.11 0.17
H 1.11346 3.11703 1.01003 0.01 -0.30 0.11
O -0.10209 -0.70604 -2.91200 0.23 -0.16 0.10
H -0.66859 -1.03610 -2.20683 -0.26 0.05 0.29
H 0.54079 -1.41865 -2.99781 0.05 -0.02 -0.17
O -3.75798 2.32780 0.23481 0.40 0.68 1.15
H -4.56588 1.82210 0.16934 0.01 -0.10 -0.93
H -3.15406 2.33201 -0.51265 -0.62 -0.40 -0.39
O -2.25291 0.02026 0.96017 -0.36 0.40 0.21
H -3.03286 0.48800 0.63975 0.13 0.08 0.10
H -1.86052 0.65932 1.57253 0.16 -0.27 0.07
O 1.38098 0.91418 -0.79540 0.18 0.02 -0.27
H 1.30276 0.11616 -1.34163 -0.48 0.30 -0.30
H 2.29822 0.78819 -0.52843 0.00 0.26 0.29
O 3.37974 -0.18836 2.11118 -0.78 2.15 2.27
H 3.33640 -1.06717 2.47714 0.56 -0.42 -1.38
H 3.69903 0.11682 1.27603 0.50 -1.49 -0.57
```
Forces are in eV/Å.